(one)
DFT (ωB97M-V with the def2-TZVPD basis set) results for an isolated molecule of C4H9NO.

Each atom is followed by the atoms it is bonded to, with distances in Å.
CARTESIAN COORDINATES (ANGSTROEM)
1 C -1.19181 -1.26708 0.54050  C2 1.536, H7 1.094, H8 1.096, H9 1.095
2 C -0.83012 -0.22506 -0.52821  C1 1.536, C3 1.506, H10 1.095, H11 1.097
3 C 0.51335 0.39568 -0.24999  C2 1.506, C4 1.507, N5 1.316
4 C 0.58071 1.74290 0.42228  C3 1.507, H12 1.092, H13 1.102, H14 1.102
5 N 1.51486 -0.37721 -0.61275  C3 1.316, O6 1.282, H15 1.018
6 O 1.37798 -1.52387 -1.16906  N5 1.282
7 H -0.41174 -2.03287 0.57456  C1 1.094
8 H -1.28550 -0.81102 1.53310  C1 1.096
9 H -2.14241 -1.75685 0.30373  C1 1.095
10 H -0.75571 -0.73188 -1.49602  C2 1.095
11 H -1.60792 0.54588 -0.59504  C2 1.097
12 H 1.60055 2.08381 0.61136  C4 1.092
13 H 0.07133 2.50756 -0.18544  C4 1.102
14 H 0.04188 1.72610 1.38372  C4 1.102
15 H 2.52455 -0.27609 -0.53274  N5 1.018

As for the total charge: 0. The value obtained for the orbital gap is 9.151 eV. As for the spin multiplicity: 1.

These are the Löwdin partial charges, in e, on atoms 1 to 8: C -0.092; C -0.205; C -0.267; C -0.031; N -0.105; O -0.149; H 0.070; H 0.071


(two)
DFT (ωB97M-V with the def2-TZVPD basis set) results for a cluster of 2 separate species, C4H9NO in total.

Each atom is followed by the atoms it is bonded to, with distances in Å.
CARTESIAN COORDINATES (ANGSTROEM)
1 H -0.31796 0.47920 -1.38420  N2 1.265
2 N 0.91191 0.18406 -1.39185  H1 1.265, C3 1.230
3 C 1.19320 0.11566 -0.19631  N2 1.230, C4 1.492, H5 1.195
4 C 2.44306 -0.32425 0.48986  C3 1.492, H6 1.093, H7 1.091, H8 1.089
5 H 0.25467 0.23433 0.53312  C3 1.195
6 H 2.22176 -1.14089 1.18114  C4 1.093
7 H 3.18583 -0.64763 -0.24109  C4 1.091
8 H 2.84714 0.49718 1.07905  C4 1.089
9 C -1.71837 0.57012 -0.80298  C10 1.387, H12 1.082, H13 1.086
10 C -1.55683 0.24981 0.53680  C9 1.387, O11 1.367, H14 1.082
11 O -1.79815 -0.99792 1.04087  C10 1.367, H15 0.966
12 H -2.00483 1.58793 -1.03057  C9 1.082
13 H -2.18582 -0.16706 -1.44867  C9 1.086
14 H -1.62984 0.99418 1.31869  C10 1.082
15 H -1.84579 -1.63473 0.31615  O11 0.966

As for the total charge: 0. The value obtained for the orbital gap is 9.478 eV. As for the spin multiplicity: 1.

These are the Löwdin partial charges, in e, on atoms 1 to 8: H 0.059; N 0.068; C -0.373; C -0.080; H 0.088; H 0.074; H 0.073; H 0.071


(three)
DFT (ωB97M-V with the def2-TZVPD basis set) results for an isolated molecule of C4H9NO.

Each atom is followed by the atoms it is bonded to, with distances in Å.
CARTESIAN COORDINATES (ANGSTROEM)
1 C 0.56559 0.94803 -1.20855  C2 1.719, H7 1.073, H8 1.124, H9 1.105
2 C 0.26715 0.07828 0.24436  C1 1.719, C3 1.530, C4 1.535, H10 1.071
3 C 0.21919 1.00379 1.46121  C2 1.530, H11 1.100, H12 1.091, H13 1.099
4 C -0.94617 -0.86195 0.25801  C2 1.535, N5 1.366, O6 1.219
5 N -1.33660 -1.27815 -0.98287  C4 1.366, H14 1.006, H15 1.008
6 O -1.57539 -1.17302 1.25484  C4 1.219
7 H -0.36685 1.38307 -1.51303  C1 1.073
8 H 0.98430 0.39998 -2.09597  C1 1.124
9 H 1.32692 1.72758 -1.02413  C1 1.105
10 H 1.18763 -0.28504 -0.16421  C2 1.071
11 H -0.10005 0.52000 2.39589  C3 1.100
12 H 1.18173 1.48324 1.64546  C3 1.091
13 H -0.53382 1.77805 1.25847  C3 1.099
14 H -0.64757 -1.27161 -1.71556  N5 1.006
15 H -2.02776 -2.01146 -1.00679  N5 1.008

As for the total charge: 0. The value obtained for the orbital gap is 10.682 eV. As for the spin multiplicity: 1.

These are the Löwdin partial charges, in e, on atoms 1 to 8: C -0.065; C -0.260; C -0.078; C -0.521; N 0.150; O 0.050; H 0.050; H 0.074


Each structure's energy above the most stable one, in hartree: (one) 0.0531; (two) 0.0797; (three) 0.0000.


(one)
DFT (ωB97M-V with the def2-TZVPD basis set) results for an isolated molecule of CH6N2O2S.

Each atom is followed by the atoms it is bonded to, with distances in Å.
CARTESIAN COORDINATES (ANGSTROEM)
1 N 0.39627 -1.20491 -1.28748  C2 1.444, H7 0.981, H8 0.950
2 C -0.24884 0.07545 -1.11662  N1 1.444, S3 1.793, H9 1.177, H10 1.115
3 S -0.51581 0.69209 0.54589  C2 1.793, N4 1.706, O5 1.427, O6 1.590
4 N 0.83950 0.15721 1.43327  S3 1.706, H11 1.030, H12 1.061
5 O -0.63658 2.11407 0.52840  S3 1.427
6 O -1.76202 -0.06005 1.18679  S3 1.590
7 H -0.17196 -1.98751 -1.45474  N1 0.981
8 H 1.04319 -1.31740 -0.60120  N1 0.950
9 H -1.25351 0.13056 -1.72673  C2 1.177
10 H 0.35326 0.94980 -1.45808  C2 1.115
11 H 1.68783 0.67289 1.70724  N4 1.030
12 H 0.26869 -0.22220 2.24327  N4 1.061

As for the total charge: 0. The value obtained for the orbital gap is 10.440 eV. As for the spin multiplicity: 1.

These are the Löwdin partial charges, in e, on atoms 1 to 8: N 0.020; C -0.345; S 0.668; N -0.107; O -0.326; O -0.408; H 0.066; H 0.013


(two)
DFT (ωB97M-V with the def2-TZVPD basis set) results for a cluster of 2 separate species, CH6N2O2S in total.

Each atom is followed by the atoms it is bonded to, with distances in Å.
CARTESIAN COORDINATES (ANGSTROEM)
1 C 2.51175 -1.09143 0.63402  N3 1.265, H7 1.119, H8 1.032
2 N -2.34890 -0.42432 1.29467  S6 1.530, H9 1.051
3 N 2.75784 -1.56343 1.78180  C1 1.265, H12 0.994
4 O -1.04461 -0.33973 -0.86160  S6 1.659, H10 0.983
5 O -3.27965 0.80817 -0.67568  S6 1.725, H11 1.009
6 S -1.84689 0.58379 0.25833  N2 1.530, O4 1.659, O5 1.725
7 H 3.34054 -0.99434 -0.11166  C1 1.119
8 H 1.57084 -0.90733 0.25346  C1 1.032
9 H -2.00813 -0.44834 2.28813  N2 1.051
10 H -1.30775 -1.27194 -0.69227  O4 0.983
11 H -4.05850 0.22045 -0.41828  O5 1.009
12 H 3.68747 -1.91404 1.80044  N3 0.994

As for the total charge: 0. The value obtained for the orbital gap is 10.872 eV. As for the spin multiplicity: 1.

These are the Löwdin partial charges, in e, on atoms 1 to 8: C -0.125; N -0.348; N 0.023; O -0.348; O -0.363; S 0.884; H 0.076; H 0.008


Each structure's energy above the most stable one, in hartree: (one) 0.0000; (two) 0.0413.


(one)
DFT (ωB97M-V with the def2-TZVPD basis set) results for a cluster of 2 separate species, CF2O3S in total.

Each atom is followed by the atoms it is bonded to, with distances in Å.
CARTESIAN COORDINATES (ANGSTROEM)
1 C 1.08115 0.46224 -1.99084  O2 1.106
2 O 1.03733 1.53316 -2.26216  C1 1.106
3 O -1.27147 -0.64006 -0.32519  S7 1.373
4 O 0.39830 0.82494 0.64526  S7 1.412
5 F 0.45972 -1.60421 1.15936  S7 1.624
6 F -1.27887 -0.25640 2.06476  S7 1.603
7 S -0.42617 -0.31968 0.70881  O3 1.373, O4 1.412, F5 1.624, F6 1.603

As for the total charge: 0. The value obtained for the orbital gap is 13.278 eV. As for the spin multiplicity: 1.

Charges obtained by Löwdin population analysis, quoted in units of e: C -0.012; O 0.079; O -0.186; O -0.231; F -0.138; F -0.131; S 0.620


(two)
DFT (ωB97M-V with the def2-TZVPD basis set) results for a cluster of 2 separate species, CF2O3S in total.

Each atom is followed by the atoms it is bonded to, with distances in Å.
CARTESIAN COORDINATES (ANGSTROEM)
1 C 1.42003 0.03211 -0.19760  O2 1.189, F5 1.364
2 O 2.34797 -0.26905 -0.87721  C1 1.189
3 O -1.58898 -0.99955 -0.94180  S7 1.420
4 O -1.42998 1.47396 -0.18352  S7 1.416
5 F 1.40738 0.09708 1.16505  C1 1.364
6 F -1.11923 -0.44962 1.29202  S7 1.651
7 S -1.03719 0.11508 -0.25694  O3 1.420, O4 1.416, F6 1.651

As for the total charge: 0. The value obtained for the orbital gap (alpha / beta) is 8.869 / 8.868 eV. As for the spin multiplicity: 1.

Charges obtained by Löwdin population analysis, quoted in units of e: C -0.241; O 0.172; O -0.271; O -0.269; F 0.055; F -0.226; S 0.779


Each structure's energy above the most stable one, in hartree: (one) 0.0000; (two) 0.0735.